The following is a quantum chemistry calculation of a cluster of 9 separate species, C41H83BNO23P2 in total, from the Open Molecules 2025 dataset.

Cartesian coordinates (Å):
1 P -6.639 0.761 -0.559
2 P -5.421 -1.063 -0.980
3 O 2.679 -3.759 1.879
4 O 0.573 4.422 -7.082
5 O -5.176 -4.523 1.201
6 O -6.626 -1.570 -3.483
7 O 4.839 1.062 -0.372
8 O -1.745 -0.240 -3.234
9 O 8.807 3.546 -1.890
10 O 4.709 -0.391 -2.014
11 O -4.808 -1.570 2.725
12 O 0.978 2.863 -8.570
13 O -3.693 -0.225 1.411
14 O -3.248 -3.707 1.803
15 O -3.214 6.096 -5.679
16 O 1.997 -2.932 3.798
17 O -1.019 2.755 6.658
18 O -1.681 -0.955 1.557
19 O -2.124 -6.983 5.536
20 O -6.744 -3.414 -2.102
21 O -0.337 -1.316 -2.044
22 O 8.974 4.988 -0.237
23 O -1.173 3.445 4.581
24 O -4.051 -7.895 5.018
25 O -2.874 4.223 -4.584
26 N -7.032 1.411 -1.913
27 C 1.414 3.577 -7.714
28 C 2.579 -3.856 0.453
29 C 3.495 -2.875 -0.242
30 C -3.086 4.908 -5.732
31 C 6.919 0.167 -1.358
32 C -3.898 -0.464 -1.791
33 C -4.240 -4.597 1.953
34 C -2.293 0.120 3.479
35 C 2.889 3.615 -7.384
36 C 9.714 5.618 0.813
37 C -1.018 -4.479 2.586
38 C 10.373 6.898 0.345
39 C 11.023 4.074 -1.260
40 C 5.411 0.230 -1.265
41 C -3.088 -7.908 5.732
42 C -2.193 -3.540 2.754
43 C 1.266 -1.747 1.872
44 C 6.232 2.977 0.195
45 C -2.890 -8.978 6.780
46 C 1.608 6.485 -6.295
47 C -2.874 2.799 -4.512
48 C -3.062 4.163 -7.045
49 C 5.574 1.702 0.677
50 C -1.558 -0.874 -2.329
51 C -1.703 5.013 6.422
52 C -4.549 -1.270 1.676
53 C -2.653 -1.251 -1.392
54 C -1.019 -6.785 6.428
55 C -0.633 5.450 3.303
56 C -4.107 -5.678 2.989
57 C -1.298 3.648 5.914
58 C -2.474 -0.403 2.110
59 C 1.990 -2.860 2.600
60 C 9.519 4.157 -1.142
61 C -1.521 2.213 -4.859
62 C 0.924 5.186 -5.924
63 C -1.645 4.361 3.589
64 C -5.667 -4.376 -1.877
65 C -5.100 -2.053 0.523
66 C 0.123 -7.730 6.126
67 C -6.029 -5.673 -2.517
68 B -6.363 -2.181 -2.329
69 H -2.468 -9.863 6.305
70 H -3.727 0.580 -1.618
71 H 0.973 -7.522 6.775
72 H 9.627 7.577 -0.067
73 H 1.541 -3.750 0.132
74 H -3.117 2.564 -3.475
75 H -3.699 -6.570 2.518
76 H -0.254 -4.201 3.312
77 H -4.450 -2.896 0.329
78 H -0.987 6.101 2.503
79 H -2.348 -0.919 -0.416
80 H -2.256 -8.678 7.610
81 H -1.742 1.037 3.428
82 H -8.041 1.490 -1.970
83 H 0.369 -1.525 2.432
84 H -4.699 -4.035 -2.227
85 H -1.797 3.763 2.691
86 H 0.975 7.065 -6.965
87 H 7.200 -0.846 -1.632
88 H 11.354 4.758 -2.039
89 H 0.949 -2.016 0.867
90 H 10.879 7.393 1.174
91 H -0.805 5.581 6.660
92 H -1.531 1.134 -4.737
93 H -0.603 -4.397 1.579
94 H 3.230 -1.845 -0.004
95 H -1.765 -0.621 4.031
96 H -1.848 -2.528 2.590
97 H -6.923 -6.039 -2.063
98 H 4.840 1.933 1.448
99 H -3.237 0.286 3.946
100 H 3.447 -2.997 -1.323
101 H 1.516 4.587 -5.230
102 H -5.611 -4.554 -0.832
103 H -0.443 6.062 4.184
104 H 0.439 -7.621 5.089
105 H 5.486 3.652 -0.225
106 H 2.551 6.309 -6.814
107 H 2.875 -4.875 0.211
108 H -2.287 4.878 7.328
109 H 0.318 5.012 3.004
110 H 3.112 3.942 -6.371
111 H 3.285 2.609 -7.487
112 H -1.347 -6.846 7.466
113 H -1.233 2.442 -5.886
114 H -0.062 -0.944 -1.200
115 H -7.699 0.400 0.297
116 H -0.751 2.633 -4.210
117 H -5.091 -5.909 3.384
118 H 7.254 0.854 -2.134
119 H -2.057 4.223 -7.465
120 H -6.033 -2.461 0.850
121 H 4.526 -3.022 0.080
122 H -6.173 -5.552 -3.568
123 H -0.168 -8.771 6.265
124 H 1.812 7.078 -5.404
125 H 7.432 0.399 -0.428
126 H -1.285 -5.525 2.737
127 H -3.487 -5.405 3.836
128 H -2.318 5.583 5.730
129 H 11.104 6.710 -0.441
130 H -0.695 -5.759 6.264
131 H -5.262 -6.390 -2.314
132 H 8.981 5.849 1.584
133 H 1.894 -0.858 1.827
134 H -2.810 -2.314 -1.380
135 H -3.861 -9.229 7.197
136 H -0.019 5.404 -5.423
137 H -3.761 4.641 -7.727
138 H 11.554 4.291 -0.337
139 H -3.361 3.120 -6.971
140 H -2.621 4.762 3.866
141 H 6.738 3.482 1.018
142 H 6.963 2.788 -0.588
143 H 10.426 4.922 1.257
144 H -5.747 1.566 0.180
145 H -3.676 2.381 -5.122
146 H -2.597 -3.577 3.766
147 H 11.285 3.058 -1.543
148 H 3.393 4.269 -8.094
149 H 6.288 1.012 1.128
150 H -5.868 -1.550 -4.077
151 H -4.039 -0.585 -2.845

Its charge is +1. The calculation puts the HOMO energy at -11.34 eV. The value obtained for the maximum force is 9.28 eV Å⁻¹. For the calculated total energy, the calculation gives -111693.2326 eV. The value obtained for the energy relative to the best compared isomer or geometry (same formula, charge and spin) is 0.0 kcal/mol.

Here are the Löwdin charges for atoms 1 to 99, given in e:
1. P 0.62
2. P 1.05
3. O 0.01
4. O -0.02
5. O 0.06
6. O 0.19
7. O -0.01
8. O 0.20
9. O 0.10
10. O 0.09
11. O 0.25
12. O 0.11
13. O 0.07
14. O -0.02
15. O 0.11
16. O 0.10
17. O 0.12
18. O 0.17
19. O -0.02
20. O 0.11
21. O 0.15
22. O -0.01
23. O -0.03
24. O 0.10
25. O -0.01
26. N -0.31
27. C -0.53
28. C -0.23
29. C -0.06
30. C -0.53
31. C 0.02
32. C -0.27
33. C -0.48
34. C 0.08
35. C 0.02
36. C -0.23
37. C -0.02
38. C -0.06
39. C 0.02
40. C -0.53
41. C -0.52
42. C -0.20
43. C 0.01
44. C -0.06
45. C 0.02
46. C -0.06
47. C -0.24
48. C 0.02
49. C -0.23
50. C -0.59
51. C 0.02
52. C -0.57
53. C -0.11
54. C -0.23
55. C -0.06
56. C 0.03
57. C -0.53
58. C -0.52
59. C -0.54
60. C -0.53
61. C -0.06
62. C -0.24
63. C -0.25
64. C -0.20
65. C -0.20
66. C -0.06
67. C -0.04
68. B -0.77
69. H 0.10
70. H 0.10
71. H 0.09
72. H 0.09
73. H 0.10
74. H 0.11
75. H 0.11
76. H 0.08
77. H 0.08
78. H 0.09
79. H 0.09
80. H 0.07
81. H 0.09
82. H -0.01
83. H 0.06
84. H 0.12
85. H 0.11
86. H 0.09
87. H 0.09
88. H 0.10
89. H 0.06
90. H 0.08
91. H 0.10
92. H 0.05
93. H 0.08
94. H 0.06
95. H 0.10
96. H 0.07
97. H 0.09
98. H 0.12
99. H 0.09